No. 1
{
  "formula": "C24H39InN4O3S2",
  "method": "ωB97M-V/def2-TZVPD",
  "total_charge": 2,
  "multiplicity": 1,
  "mol_weight_da": 610.553,
  "total_energy_ha": -2368.6873,
  "species": ["In", "N", "C", "C", "N", "C", "C", "N", "C", "C", "N", "H", "H", "H", "H", "H", "H", "H", "H", "H", "H", "H", "H", "H", "H", "H", "H", "H", "H", "O", "S", "C", "C", "C", "C", "S", "O", "C", "C", "C", "C", "C", "C", "C", "C", "C", "C", "C", "C", "H", "H", "H", "H", "H", "H", "H", "H", "H", "H", "H", "H", "H", "H", "H", "H", "H", "H", "C", "C", "O", "H", "H", "H"],
  "coordinates": [[1.0176, -1.3447, -0.1452], [0.7285, -3.0168, -2.0680], [1.9442, -3.3768, -2.8211], [3.1970, -2.8722, -2.1105], [3.1008, -1.4759, -1.6626], [2.8840, -0.5367, -2.7679], [2.3205, 0.7877, -2.2590], [1.0889, 0.5514, -1.4905], [4.3163, -1.1217, -0.9009], [4.1862, -1.4868, 0.5685], [3.0412, -0.7674, 1.1404], [0.2742, -3.8432, -1.6996], [0.0455, -2.5647, -2.6636], [1.8909, -2.9737, -3.8309], [2.0385, -4.4577, -2.9146], [4.0581, -3.0159, -2.7739], [3.3548, -3.4882, -1.2227], [2.1534, -0.9641, -3.4548], [3.8109, -0.3502, -3.3203], [2.1366, 1.4389, -3.1137], [3.0364, 1.2905, -1.6108], [0.2709, 0.5149, -2.0923], [0.9252, 1.2705, -0.7915], [4.4834, -0.0475, -0.9766], [5.1929, -1.6225, -1.3232], [5.1230, -1.2636, 1.0814], [4.0026, -2.5577, 0.6695], [3.2479, 0.2219, 1.2393], [2.8368, -1.1091, 2.0762], [0.2810, 0.5005, 1.2608], [-0.2885, 0.6722, 2.6631], [-2.0843, 0.8424, 2.3780], [-2.6212, -0.4893, 1.8605], [-3.9010, -0.3380, 1.0208], [-4.0067, -1.3769, -0.0869], [-2.8035, -1.2362, -1.4633], [-1.4158, -1.3729, -0.8667], [-3.0281, 0.5044, -1.8295], [-2.2601, 1.4638, -1.1894], [-2.4315, 2.7999, -1.5201], [-3.3587, 3.1607, -2.4892], [-4.1256, 2.1906, -3.1218], [-3.9610, 0.8522, -2.7963], [0.0325, 2.3789, 3.1092], [0.3439, 3.3132, 2.1364], [0.5787, 4.6261, 2.5146], [0.5026, 4.9868, 3.8535], [0.1947, 4.0391, 4.8204], [-0.0351, 2.7227, 4.4515], [-2.1806, 1.6390, 1.6375], [-2.5427, 1.1658, 3.3132], [-2.7934, -1.1721, 2.6945], [-1.8492, -0.9297, 1.2303], [-3.9434, 0.6595, 0.5787], [-4.7838, -0.4345, 1.6544], [-4.9712, -1.3169, -0.5971], [-3.8761, -2.3948, 0.2866], [-1.5645, 1.1518, -0.4164], [-1.8523, 3.5625, -1.0145], [-3.4889, 4.2012, -2.7546], [-4.8457, 2.4785, -3.8755], [-4.5519, 0.0915, -3.2940], [0.3995, 3.0092, 1.0986], [0.8222, 5.3667, 1.7646], [0.6919, 6.0113, 4.1444], [0.1430, 4.3221, 5.8628], [-0.2644, 1.9684, 5.1959], [-0.3907, -3.8820, 1.2593], [0.4231, -2.6965, 1.6290], [0.7972, -2.3206, 2.6939], [-0.9037, -4.3145, 2.1215], [0.2998, -4.6233, 0.8440], [-1.0937, -3.6016, 0.4764]],
  "atomic_forces_ev_per_a": [[0.308, -0.012, 0.212], [0.060, 0.278, 0.132], [0.156, 0.101, 0.096], [-0.123, -0.172, -0.092], [-0.078, -0.028, 0.197], [-0.135, 0.172, 0.132], [0.203, -0.192, -0.094], [-0.275, -0.511, 0.392], [0.013, -0.105, 0.206], [0.015, 0.016, -0.172], [-0.176, -0.096, -0.009], [-0.061, 0.014, 0.074], [-0.086, -0.056, 0.018], [-0.062, -0.058, -0.013], [-0.036, -0.005, -0.087], [0.016, 0.013, 0.038], [0.101, 0.018, 0.001], [0.089, -0.016, -0.067], [-0.046, -0.048, -0.081], [-0.013, 0.065, 0.053], [-0.031, 0.034, 0.006], [-0.061, 0.111, 0.032], [-0.107, 0.084, -0.067], [0.038, 0.006, -0.039], [-0.002, 0.078, -0.069], [-0.003, -0.020, 0.010], [0.007, -0.001, 0.100], [-0.025, 0.027, -0.018], [-0.141, 0.005, 0.005], [0.091, 0.055, -0.469], [-0.386, 0.474, 0.348], [0.216, -0.215, -0.016], [0.019, 0.038, -0.010], [0.142, -0.012, 0.040], [0.161, 0.080, -0.110], [-0.461, 0.368, 0.235], [0.394, 0.004, -0.124], [0.026, -0.229, -0.239], [0.100, -0.075, 0.135], [0.030, -0.004, 0.022], [-0.061, -0.015, -0.049], [0.006, 0.083, 0.027], [-0.016, -0.082, -0.017], [0.065, -0.221, -0.014], [-0.053, -0.027, -0.105], [0.007, -0.013, -0.015], [0.005, 0.013, 0.004], [-0.005, 0.031, 0.000], [-0.042, -0.164, 0.009], [-0.014, 0.045, 0.067], [0.071, 0.030, 0.023], [0.029, -0.009, -0.006], [-0.045, -0.038, 0.046], [-0.074, -0.028, 0.041], [-0.030, 0.025, -0.024], [0.002, -0.072, -0.007], [-0.035, -0.030, -0.040], [0.075, 0.055, -0.086], [0.005, -0.002, -0.007], [0.008, 0.002, 0.020], [-0.004, -0.021, 0.006], [0.036, 0.007, -0.018], [0.018, 0.032, -0.009], [0.006, 0.010, 0.016], [-0.010, -0.007, 0.008], [0.001, -0.003, -0.004], [0.034, 0.042, 0.032], [-0.202, -0.370, 0.510], [0.434, 0.837, -1.620], [-0.043, -0.229, 0.522], [0.025, -0.045, -0.050], [-0.023, -0.027, 0.018], [-0.046, 0.002, 0.014]]
}

No. 2
{
  "formula": "C24H39LiN5O6PS4",
  "method": "ωB97M-V/def2-TZVPD",
  "total_charge": -2,
  "multiplicity": 1,
  "mol_weight_da": 659.788,
  "total_energy_ha": -3604.6660,
  "species": ["Li", "C", "C", "C", "C", "C", "C", "C", "S", "O", "O", "N", "C", "C", "C", "C", "C", "N", "H", "H", "H", "H", "H", "H", "H", "H", "H", "H", "H", "C", "N", "C", "C", "O", "N", "C", "N", "H", "H", "H", "H", "H", "H", "H", "C", "S", "C", "O", "H", "H", "H", "H", "H", "H", "C", "C", "C", "O", "P", "S", "S", "O", "C", "C", "C", "H", "H", "H", "H", "H", "H", "H", "H", "H", "H", "H", "H", "H", "H", "H"],
  "coordinates": [[0.0000, 0.0000, 0.0000], [2.2167, -2.8454, 7.7209], [1.5335, -2.0485, 6.6507], [1.1466, -2.6503, 5.4440], [0.5244, -1.8988, 4.4452], [0.2988, -0.5381, 4.6539], [0.6854, 0.0796, 5.8439], [1.3055, -0.6772, 6.8388], [-0.5062, 0.4356, 3.3476], [-0.2417, 1.8167, 3.7564], [-1.8965, 0.0188, 3.5347], [0.1185, 0.0000, 1.9478], [1.4858, 0.3045, 1.4915], [2.4021, 0.9003, 2.3631], [3.7184, 1.1749, 1.9649], [4.1593, 0.8712, 0.6828], [3.2714, 0.2940, -0.1988], [1.9996, 0.0000, 0.1185], [2.1205, -3.9211, 7.5409], [1.7686, -2.6352, 8.6978], [3.2815, -2.5946, 7.7532], [1.3219, -3.7086, 5.2713], [0.2145, -2.3663, 3.5150], [0.4974, 1.1388, 5.9944], [1.6044, -0.1894, 7.7626], [2.1300, 1.1778, 3.3758], [4.3960, 1.6367, 2.6772], [5.1758, 1.0868, 0.3799], [3.5624, 0.0424, -1.2118], [-1.4895, 5.1041, -0.6705], [-0.8458, 4.0470, 0.0811], [0.5760, 4.2152, 0.3969], [1.0446, 2.7570, 0.3927], [2.1778, 2.3926, 0.6761], [0.0000, 1.9371, 0.0000], [-1.0198, 2.7192, -0.1777], [-2.2316, 2.3086, -0.5953], [-1.2236, 6.0828, -0.2573], [-2.5793, 5.0146, -0.6209], [-1.1825, 5.0778, -1.7213], [0.7094, 4.6568, 1.3870], [1.1116, 4.7711, -0.3781], [-2.3001, 1.2954, -0.5869], [-2.9964, 2.7320, -0.0853], [1.6217, -0.1421, -3.9597], [0.5257, -1.0113, -2.8124], [-0.7823, -1.3337, -4.0200], [0.0000, 0.0000, -1.8372], [1.9266, -0.8221, -4.7585], [2.5061, 0.1909, -3.4114], [1.1086, 0.7256, -4.3810], [-0.3936, -1.9722, -4.8167], [-1.1452, -0.3915, -4.4375], [-1.6040, -1.8464, -3.5145], [-3.5274, -2.2218, 2.7205], [-4.5464, -2.2886, 1.5886], [-4.1309, -3.2730, 0.5053], [-4.9021, -0.9836, 1.1651], [-4.2273, -0.1167, -0.0215], [-4.7357, -0.7260, -1.8018], [-2.2827, 0.0000, 0.0000], [-4.9286, 1.3239, 0.2387], [-5.1443, 1.9425, 1.4934], [-3.9810, 1.8671, 2.4703], [-6.4504, 1.4607, 2.1154], [-3.3841, -3.2063, 3.1775], [-3.8614, -1.5264, 3.4977], [-2.5537, -1.8695, 2.3722], [-5.4661, -2.6931, 2.0293], [-3.2095, -2.9702, 0.0023], [-4.9139, -3.3684, -0.2525], [-3.9614, -4.2676, 0.9319], [-5.2858, 3.0047, 1.2593], [-3.7663, 0.8388, 2.7706], [-4.1976, 2.4410, 3.3775], [-3.0725, 2.2797, 2.0213], [-6.3718, 0.4380, 2.4936], [-7.2570, 1.4692, 1.3747], [-6.7406, 2.1010, 2.9548], [0.0000, -1.6769, 0.0000]],
  "atomic_forces_ev_per_a": [[0.113, -0.922, -0.483], [-0.009, -0.180, 0.137], [-0.164, 0.207, -0.399], [-0.191, 0.586, 0.113], [0.117, 0.141, 0.412], [0.311, 0.002, -0.371], [0.083, -0.415, 0.006], [-0.262, -0.306, -0.485], [0.743, -0.073, 0.037], [-0.029, -0.009, -0.344], [1.244, 0.234, -0.796], [1.976, 0.364, -0.034], [1.039, -1.273, 0.266], [1.261, -0.927, 0.612], [-0.108, -0.989, 0.226], [0.656, -0.097, 0.743], [-2.006, -0.627, 1.244], [-1.125, -0.028, 3.230], [0.063, 0.138, -0.017], [0.178, -0.002, -0.026], [-0.039, -0.086, 0.149], [0.031, 0.060, 0.119], [0.071, 0.155, -0.059], [0.029, -0.135, -0.186], [0.020, -0.119, 0.015], [-0.209, -0.081, -0.159], [-0.032, -0.019, -0.011], [0.087, 0.024, -0.035], [-0.010, -0.037, -0.157], [-0.326, -0.259, 0.058], [1.171, 1.505, 0.727], [-0.706, -0.469, 0.178], [1.009, -0.192, -0.310], [-2.325, 4.139, -1.717], [1.146, 1.125, 0.134], [-2.436, 0.225, -0.843], [1.276, 6.351, -0.766], [0.057, -0.233, 0.078], [0.209, -0.046, -0.078], [-0.057, 0.062, -0.141], [0.190, 0.078, -0.124], [-0.011, 0.101, 0.060], [-0.454, 0.844, -1.685], [-0.054, 0.249, -0.395], [-0.078, 0.391, -0.111], [-0.370, -0.017, 1.369], [-0.164, 0.158, -0.040], [0.364, -0.121, -2.795], [-0.050, -0.058, 0.063], [-0.175, -0.084, 0.056], [0.021, 0.003, 0.020], [0.106, -0.004, 0.061], [-0.002, -0.012, 0.100], [0.157, 0.146, 0.142], [0.177, 0.178, -0.065], [0.299, -1.166, 0.852], [-0.004, 0.099, -0.569], [-0.132, 0.716, -0.223], [0.704, -0.614, -0.852], [-1.096, -0.138, -0.655], [-1.330, -7.562, 3.534], [-0.178, -0.180, 0.002], [-0.326, 0.528, 0.875], [0.074, -0.269, -0.137], [-0.299, -0.260, 0.086], [-0.138, -0.044, -0.096], [0.041, -0.103, -0.121], [-0.173, -0.026, -0.084], [-0.180, 0.190, -0.085], [0.001, 0.085, 0.075], [0.087, 0.092, 0.026], [-0.035, 0.181, 0.225], [-0.046, 0.018, -0.233], [0.036, 0.242, -0.114], [-0.119, 0.019, -0.118], [-0.025, -0.161, 0.180], [0.152, 0.100, -0.101], [0.109, 0.074, 0.028], [0.081, 0.073, -0.074], [-0.022, -1.544, -0.141]]
}